1.
A molecular structure, C18H23N4OPdS in a non-equilibrium geometry, computed with wB97M-V/def2-TZVPD.

Values from the calculation:
- Energy relative to the best compared isomer or geometry (same formula, charge and spin): 57.0 kcal/mol
- HOMO energy (alpha / beta): -10.25 / -10.23 eV
- Charge: +1

```
48
Properties=species:S:1:pos:R:3:nbo_charge:R:1
Pd -0.41114 -1.03815 0.12308 0.946
C 3.65812 0.79000 -0.62890 -0.708
C 2.67952 -0.35457 -0.63353 0.710
O 1.88948 -0.51613 0.29888 -0.723
N 2.76605 -1.17702 -1.68427 -0.574
C 1.91330 -2.33332 -1.90286 -0.269
C 0.80578 -1.99168 -2.87163 0.212
C 0.97272 -2.14548 -4.24182 -0.242
C -0.05007 -1.75420 -5.09252 -0.133
C -1.19844 -1.20620 -4.54418 -0.243
C -1.27319 -1.07601 -3.16605 0.062
N -0.30044 -1.46189 -2.34370 -0.507
H 3.44541 1.44237 0.21307 0.234
H 3.58494 1.36059 -1.54969 0.239
H 4.67571 0.41773 -0.54037 0.251
H 3.39812 -0.93525 -2.43157 0.409
H 1.48656 -2.63168 -0.93432 0.248
H 2.53101 -3.14645 -2.28807 0.235
H 1.88768 -2.56125 -4.63641 0.229
H 0.05285 -1.86218 -6.16123 0.234
H -2.01917 -0.88722 -5.16817 0.238
H -2.13620 -0.62304 -2.69738 0.201
C -0.51850 -0.22198 3.40505 -0.445
N 0.18278 1.07303 3.38283 -0.332
C -0.42273 2.01780 4.33356 -0.425
C 0.26487 1.63867 1.99322 -0.261
C -1.07972 1.75277 1.31346 -0.163
C -1.82557 2.92002 1.45242 -0.194
C -3.04501 3.05354 0.81432 -0.207
C -3.53688 2.00829 0.05001 -0.195
C -2.79993 0.84022 -0.08579 -0.207
C -1.55189 0.69958 0.51514 -0.099
H -0.49506 -0.64761 4.40620 0.234
H -0.04725 -0.92080 2.69869 0.272
H -1.55549 -0.07948 3.09725 0.242
H 1.14860 0.90150 3.67704 0.432
H -1.46929 2.16400 4.07299 0.241
H 0.09100 2.97770 4.29805 0.228
H -0.35995 1.62615 5.34751 0.237
H 0.90183 0.96043 1.41166 0.275
H 0.73984 2.61982 2.06268 0.224
H -1.43927 3.73561 2.04962 0.214
H -3.60759 3.96862 0.91869 0.231
H -4.48920 2.10410 -0.44809 0.231
H -3.22595 0.02709 -0.66556 0.217
S 0.46301 -5.10647 0.44534 -0.143
C -0.13148 -3.71166 0.93231 0.105
N -0.54976 -2.70993 1.40303 -0.763
```

2.
C18H23N5O2 in the gas phase in a non-equilibrium geometry, computed with wB97M-V/def2-TZVPD.

Values from the calculation:
- Energy relative to the best compared isomer or geometry (same formula, charge and spin): 133.9 kcal/mol
- HOMO energy: -8.51 eV
- SMILES: CCCNC(=O)C1(c2ccc(NC(=O)c3cn(C)nn3)cc2)CCC1

```
48
Properties=species:S:1:pos:R:3:nbo_charge:R:1
C -0.44531 -2.78885 -2.67125 -0.611
C -1.92060 -2.81693 -2.41722 -0.410
C -2.68886 -1.63625 -3.10562 -0.209
N -2.69391 -0.60610 -2.03166 -0.636
C -3.06549 0.66608 -2.38253 0.712
O -3.88191 0.95339 -3.23075 -0.608
C -2.17822 1.78970 -1.84677 -0.208
C -1.15562 1.46692 -0.78670 -0.031
C -1.39681 1.25045 0.60027 -0.159
C -0.29368 1.03987 1.45516 -0.226
C 1.05417 0.83515 0.91515 0.151
N 2.20200 0.63080 1.82413 -0.595
C 2.15667 0.10219 3.08654 0.635
O 1.07127 -0.16981 3.58855 -0.619
C 3.32417 -0.37974 3.83749 -0.015
C 3.37242 -1.30201 4.78634 -0.035
N 4.70624 -1.65496 4.86977 -0.192
C 5.18738 -2.94545 5.36736 -0.408
N 5.33824 -0.79125 4.00647 -0.034
N 4.56684 0.03621 3.51776 -0.221
C 1.18006 0.71014 -0.43582 -0.243
C 0.12063 1.08317 -1.25699 -0.222
C -3.13100 2.90058 -1.30431 -0.367
C -2.76185 3.92526 -2.37426 -0.416
C -1.69620 2.85879 -2.85817 -0.377
H -0.12020 -3.30526 -3.64478 0.209
H -0.13164 -1.77980 -2.73508 0.198
H 0.04446 -3.18359 -1.81050 0.214
H -2.06773 -2.67320 -1.30269 0.202
H -2.37708 -3.78412 -2.67990 0.214
H -2.15707 -1.25030 -3.94490 0.186
H -3.78212 -1.84895 -3.40145 0.218
H -1.90398 -0.67633 -1.42574 0.396
H -2.37940 1.41997 1.09587 0.217
H -0.50172 1.15218 2.51943 0.250
H 3.09102 0.57998 1.39827 0.401
H 2.51702 -1.82284 5.25047 0.251
H 6.03909 -3.18424 4.78157 0.233
H 4.46122 -3.68986 5.04472 0.213
H 5.36327 -3.00904 6.42283 0.220
H 2.19450 0.41938 -0.76294 0.215
H 0.14942 0.99888 -2.33392 0.216
H -4.16103 2.57340 -1.38525 0.223
H -2.87545 3.18443 -0.28915 0.207
H -2.43482 4.90090 -2.23413 0.209
H -3.66343 4.12194 -3.02773 0.211
H -0.61857 3.25085 -2.73280 0.222
H -1.65637 2.44828 -3.95516 0.222
```

3.
C18H23N5O2 in the gas phase, computed with wB97M-V/def2-TZVPD.

Values from the calculation:
- Energy relative to the best compared isomer or geometry (same formula, charge and spin): 9.2 kcal/mol
- HOMO energy: -8.23 eV
- SMILES: C[C@H](NC(=O)N1CCn2c1nc1ccccc12)C(=O)N1CCCCC1

```
48
Properties=species:S:1:pos:R:3:nbo_charge:R:1
C 1.51189 -1.96706 1.95858 -0.606
C 1.44618 -0.44182 1.94902 -0.125
N 0.29095 -0.00012 1.19094 -0.655
C 0.11353 1.28764 0.83013 0.804
O 0.93592 2.17386 0.87317 -0.630
N -1.16265 1.52567 0.31156 -0.450
C -1.59540 2.84358 -0.14658 -0.202
C -3.10299 2.68767 -0.46529 -0.211
N -3.33697 1.30378 -0.15579 -0.363
C -2.21918 0.67029 0.29211 0.567
N -2.38156 -0.58448 0.60042 -0.569
C -3.72300 -0.81521 0.34185 0.193
C -4.46630 -1.97600 0.48486 -0.239
C -5.80611 -1.92900 0.14777 -0.224
C -6.40416 -0.76213 -0.32122 -0.221
C -5.68348 0.40927 -0.47281 -0.236
C -4.34402 0.36961 -0.13764 0.087
C 2.78422 0.15480 1.47991 0.703
O 3.56799 0.53778 2.32951 -0.637
N 3.08614 0.17276 0.16859 -0.445
C 2.31344 -0.33179 -0.94017 -0.221
C 3.12256 -1.38678 -1.70137 -0.404
C 4.44624 -0.79602 -2.17697 -0.398
C 5.20578 -0.22711 -0.98192 -0.404
C 4.33205 0.78740 -0.24894 -0.224
H 2.35878 -2.28537 2.56077 0.232
H 0.60131 -2.37508 2.39307 0.215
H 1.62711 -2.36607 0.95444 0.207
H 1.35480 -0.09366 2.98977 0.221
H -0.52910 -0.60385 1.19058 0.442
H -1.01423 3.13114 -1.02693 0.215
H -1.40614 3.58141 0.63755 0.222
H -3.32208 2.89772 -1.51709 0.208
H -3.72398 3.33953 0.15776 0.209
H -4.00504 -2.88018 0.84792 0.222
H -6.40785 -2.81974 0.24995 0.214
H -7.45418 -0.77111 -0.57209 0.214
H -6.14585 1.31488 -0.83551 0.215
H 2.08449 0.50512 -1.61373 0.188
H 1.37308 -0.75629 -0.59725 0.228
H 3.32197 -2.23207 -1.03903 0.198
H 2.53698 -1.74757 -2.54874 0.209
H 4.25015 0.00191 -2.89725 0.193
H 5.04229 -1.56162 -2.67716 0.209
H 5.46813 -1.03416 -0.29528 0.202
H 6.12750 0.25566 -1.30885 0.210
H 4.10124 1.63156 -0.90900 0.184
H 4.82954 1.16125 0.64639 0.252
```

4.
C18H23NO3S in the gas phase in a non-equilibrium geometry, computed with wB97M-V/def2-TZVPD.

Values from the calculation:
- Energy relative to the best compared isomer or geometry (same formula, charge and spin): 370.2 kcal/mol
- HOMO energy: -8.30 eV
- SMILES: CC1(COc2ccc(C[C@H]3SC(=O)NC3=O)cc2)CCCCC1

```
46
Properties=species:S:1:pos:R:3:nbo_charge:R:1
C -5.01018 -0.95678 -1.33374 -0.585
C -4.29120 -0.17445 -0.63692 -0.079
C -3.87122 -0.81854 0.64007 -0.037
O -2.95268 -1.73840 0.39562 -0.528
C -1.66437 -1.66366 0.63298 0.361
C -0.83554 -2.31734 -0.65749 -0.229
C 0.62635 -2.42654 -0.37826 -0.236
C 1.20987 -1.82768 0.55270 -0.057
C 2.66647 -1.57204 0.43260 -0.463
C 3.14110 -0.59110 -0.48221 -0.363
S 2.71678 1.09467 0.07522 0.270
C 4.27636 1.81751 0.06869 0.470
O 4.49364 3.01638 0.43512 -0.546
N 5.16422 0.76287 0.03147 -0.602
C 4.72909 -0.29865 -0.51794 0.674
O 5.40698 -1.43780 -0.99671 -0.619
C 0.47475 -0.73252 1.40634 -0.111
C -1.02359 -0.96511 1.51394 -0.348
C -5.33672 1.01429 0.03712 -0.337
C -4.68370 2.11061 0.90603 -0.386
C -3.49783 2.86503 -0.22450 -0.342
C -2.51693 1.79706 -0.58313 -0.407
C -3.10715 0.59272 -1.25833 -0.350
H -5.78449 -1.37642 -0.92550 0.216
H -5.22592 -0.35261 -2.34764 0.207
H -4.35463 -1.81270 -1.72707 0.203
H -4.80277 -1.21358 1.35082 0.186
H -3.21165 -0.22316 1.45941 0.173
H -1.45152 -3.05296 -1.20023 0.220
H 1.06830 -3.19242 -1.03080 0.223
H 3.18092 -2.46792 0.32458 0.255
H 3.03445 -1.36997 1.52220 0.208
H 2.66273 -0.83065 -1.43292 0.261
H 6.02417 0.99240 0.02660 0.416
H 0.93832 -0.16267 2.12397 0.205
H -1.45830 -0.38980 2.20151 0.215
H -5.95300 0.76540 0.55106 0.138
H -5.80167 1.56690 -0.77894 0.185
H -4.14866 1.71099 1.73572 0.195
H -5.37132 2.95032 1.06268 0.208
H -2.99196 3.62727 0.32549 0.197
H -3.97455 3.24849 -0.88222 0.160
H -1.95183 1.20500 0.29477 0.188
H -1.66324 2.29379 -1.08075 0.222
H -3.59346 1.23838 -2.17015 0.175
H -2.51779 -0.03482 -1.60211 0.194
```

Look up the energy relative to the best compared isomer or geometry (same formula, charge and spin) of the fourth one.
370.2 kcal/mol

Look up the energy relative to the best compared isomer or geometry (same formula, charge and spin) of the fourth one.
370.2 kcal/mol

Which formula does entry 1 have?
C18H23N4OPdS

Which of these has the highest energy relative to the best compared isomer or geometry (same formula, charge and spin)?
C18H23NO3S